(1)
C32H30N3O2PbSb as an isolated structure, computed with ωB97M-V with the def2-TZVPD basis set.

Structure (ORCA input):
```
! wB97M-V def2-TZVPD RIJCOSX def2/J DEFGRID3
* xyz 4 1
N 0.137 2.642 -0.690
C 0.517 3.654 -1.105
C 0.893 4.984 -1.528
H -0.011 5.568 -1.760
H 1.541 4.968 -2.416
H 1.431 5.483 -0.706
N 3.067 -1.933 -1.252
C 3.944 -2.485 -1.789
C 5.099 -3.232 -2.260
H 5.637 -2.699 -3.066
H 4.787 -4.226 -2.634
H 5.787 -3.369 -1.403
N -1.823 -1.524 -1.991
C -2.800 -2.153 -1.844
C -4.021 -2.887 -1.619
H -3.915 -3.548 -0.739
H -4.285 -3.507 -2.498
H -4.856 -2.186 -1.426
Pb 0.731 -0.282 -3.196
C 0.372 -2.294 0.003
O 0.296 -3.337 -0.448
C 2.298 0.837 0.008
O 3.193 1.327 -0.500
C 1.196 1.021 -5.243
C -0.202 1.089 -5.075
C -0.971 -0.095 -5.047
C -0.341 -1.353 -5.177
C 1.068 -1.425 -5.346
C 1.834 -0.233 -5.384
H 1.785 1.927 -5.204
H -0.702 2.042 -4.939
H -2.053 -0.055 -4.908
H -0.940 -2.269 -5.132
H 1.547 -2.404 -5.407
H 2.914 -0.300 -5.449
C -0.968 4.534 3.368
C 0.289 4.275 2.798
C 0.508 3.065 2.124
C -0.518 2.126 2.038
C -1.772 2.388 2.572
C -1.996 3.593 3.244
Sb -0.081 0.233 0.999
C 1.081 -0.439 2.747
C 2.231 -1.207 2.562
C 3.029 -1.562 3.664
C 2.679 -1.145 4.953
C 1.517 -0.386 5.142
C 0.718 -0.042 4.038
C -1.950 -0.798 1.592
C -1.917 -1.913 2.415
C -3.107 -2.594 2.706
C -4.323 -2.154 2.174
C -4.345 -1.019 1.349
C -3.150 -0.348 1.048
H -1.134 5.476 3.901
H 1.105 5.007 2.863
H 1.486 2.890 1.660
H -2.578 1.672 2.472
H -2.977 3.796 3.669
H 2.527 -1.532 1.557
H 3.930 -2.162 3.509
H 3.306 -1.404 5.810
H 1.233 -0.053 6.145
H -0.184 0.555 4.204
H -0.980 -2.280 2.827
H -3.085 -3.481 3.338
H -5.258 -2.690 2.386
H -5.288 -0.658 0.921
H -3.183 0.510 0.370
*
```

## Properties
LUMO energy (spin up / spin down)	-14.5 / -14.5	eV
HOMO (spin up / spin down)	-18.53 / -18.50	eV

Results of the natural (NBO) charge analysis, in e, for atoms 1 through 4:
1. N -0.511
2. C 0.449
3. C -0.757
4. H 0.304

=====

(2)
A 2-piece molecular cluster, C32H30NO overall, computed with ωB97M-V with the def2-TZVPD basis set.

Structure (ORCA input):
```
! wB97M-V def2-TZVPD RIJCOSX def2/J DEFGRID3
* xyz 1 1
C 5.681 -2.703 -0.914
C 4.896 -3.368 -1.836
C 4.123 -2.662 -2.727
C 4.115 -1.266 -2.710
O 3.255 -0.516 -3.559
C 1.882 -0.449 -3.217
C 1.387 0.603 -2.425
C 0.094 0.604 -1.990
C -0.805 -0.443 -2.323
C -2.116 -0.394 -1.800
C -3.210 -1.303 -1.895
C -4.467 -0.870 -1.423
C -5.577 -1.673 -1.503
C -5.484 -2.937 -2.058
C -4.261 -3.408 -2.500
C -3.141 -2.618 -2.407
C -0.308 -1.451 -3.187
C 0.991 -1.462 -3.604
C 4.925 -0.608 -1.784
C 5.693 -1.321 -0.894
H 6.277 -3.259 -0.209
H 4.881 -4.446 -1.843
H 3.503 -3.177 -3.438
H 2.060 1.396 -2.145
H -0.264 1.409 -1.368
H -2.339 0.504 -1.244
H -4.548 0.113 -0.993
H -6.527 -1.317 -1.137
H -6.360 -3.560 -2.132
H -4.185 -4.404 -2.909
H -2.195 -3.050 -2.663
H -0.969 -2.201 -3.568
H 1.359 -2.255 -4.233
H 4.909 0.466 -1.760
H 6.293 -0.803 -0.164
C -0.547 5.201 2.078
C -2.086 5.021 2.015
C -2.335 3.499 2.056
N -1.080 2.866 2.524
C -0.931 1.460 2.577
C -1.848 0.576 2.122
C -1.282 -0.813 2.162
C 0.095 -0.635 2.731
C 0.269 0.721 3.017
C 1.426 1.145 3.659
C 2.410 0.221 3.948
C 2.251 -1.114 3.618
C 1.085 -1.553 3.019
C 0.041 3.780 2.201
H -0.160 5.721 1.191
H -0.259 5.818 2.940
H -2.572 5.515 2.867
H -2.514 5.479 1.113
H -3.159 3.222 2.723
H -2.566 3.109 1.058
H -2.811 0.848 1.727
H -1.882 -1.472 2.800
H -1.238 -1.256 1.161
H 1.539 2.169 3.962
H 3.311 0.541 4.442
H 3.034 -1.819 3.843
H 0.940 -2.590 2.778
H 0.489 3.445 1.259
H 0.811 3.721 2.972
*
```

## Properties
LUMO energy	-5.8	eV
HOMO	-9.69	eV
relative energy (zero: lowest compared OMol25 entry of this formula, charge and spin)	1.7892	eV

Results of the natural (NBO) charge analysis, in e, for atoms 1 through 4:
1. C -0.197
2. C -0.212
3. C -0.212
4. C 0.260

=====

(3)
A 4-piece molecular cluster, C32H31BIN4O15 overall, computed with ωB97M-V with the def2-TZVPD basis set.

Structure (ORCA input):
```
! wB97M-V def2-TZVPD RIJCOSX def2/J DEFGRID3
* xyz 1 1
C 4.916 -4.790 2.625
O 4.194 -3.883 1.736
B 3.023 -4.533 1.315
O 3.165 -5.545 0.348
N 1.647 -4.288 1.827
C 0.800 -3.294 1.596
N -0.472 -3.226 2.228
C -0.944 -2.037 1.722
C -2.251 -1.252 1.968
C -3.582 -2.100 1.810
C -4.296 -2.171 3.217
I -6.464 -2.197 3.066
N -0.077 -1.440 0.837
N 1.027 -2.252 0.757
C 2.065 -1.792 -0.159
C 3.160 -0.827 0.454
O 4.226 -0.769 -0.116
C 2.961 0.078 1.686
C 3.720 1.349 1.730
C 3.627 2.263 2.865
C 2.781 1.942 4.015
C 2.007 0.708 3.977
C 2.101 -0.206 2.837
H 4.745 -4.515 3.701
H 4.571 -5.859 2.519
H 6.014 -4.790 2.420
H 3.901 -5.332 -0.252
H 1.289 -5.006 2.469
H -2.276 -0.438 1.167
H -2.187 -0.687 2.943
H -4.271 -1.528 1.126
H -3.398 -3.102 1.343
H -3.884 -3.064 3.759
H -4.026 -1.286 3.859
H -0.161 -0.564 0.313
H 2.627 -2.599 -0.705
H 1.560 -1.192 -0.973
H 4.387 1.626 0.886
H 4.230 3.200 2.881
H 2.749 2.644 4.882
H 1.365 0.482 4.864
H 1.494 -1.135 2.889
C 1.096 -3.971 -4.386
C 0.417 -4.194 -3.259
C -1.068 -4.045 -3.198
O -1.646 -4.276 -2.148
C -1.767 -3.620 -4.407
C -1.089 -3.393 -5.539
C 0.395 -3.568 -5.608
O 0.971 -3.370 -6.658
O -1.709 -2.999 -6.663
O 1.037 -4.565 -2.117
H 2.171 -4.078 -4.443
H -2.840 -3.499 -4.345
H -1.005 -2.906 -7.333
H 0.325 -4.664 -1.456
C -3.614 2.432 0.642
C -4.731 3.128 0.396
C -5.043 3.644 -0.973
O -6.076 4.254 -1.157
C -4.074 3.390 -2.038
C -2.957 2.698 -1.790
C -2.661 2.159 -0.427
O -1.637 1.515 -0.244
O -2.053 2.457 -2.758
O -5.620 3.392 1.363
H -3.378 2.051 1.627
H -4.302 3.783 -3.020
H -1.341 1.944 -2.332
H -6.334 3.903 0.932
C 1.085 5.654 -2.140
C 1.444 6.910 -1.849
C 1.284 7.467 -0.470
O 1.640 8.606 -0.243
C 0.695 6.605 0.555
C 0.335 5.353 0.261
C 0.520 4.789 -1.110
O 0.192 3.633 -1.325
O -0.213 4.538 1.188
O 1.964 7.726 -2.779
H 1.197 5.238 -3.132
H 0.568 7.024 1.544
H -0.380 3.693 0.726
H 2.139 8.570 -2.320
*
```

## Properties
LUMO energy	-3.8	eV
HOMO	-11.51	eV

Results of the Mulliken charge analysis, in e, for atoms 1 through 4:
1. C -0.744
2. O -0.365
3. B 0.371
4. O -0.493

=====

(4)
C32H31IN4P2Pt as an isolated structure, computed with ωB97M-V with the def2-TZVPD basis set.

Structure (ORCA input):
```
! wB97M-V def2-TZVPD RIJCOSX def2/J DEFGRID3
* xyz 4 5
Pt -0.349 -0.518 0.282
I 3.039 -0.339 -0.660
C 4.045 1.495 -0.598
C 5.440 1.395 -0.608
C 6.224 2.530 -0.551
C 5.605 3.779 -0.488
C 4.200 3.903 -0.482
C 3.645 5.190 -0.432
C 2.270 5.366 -0.449
C 1.450 4.255 -0.509
C 1.959 2.947 -0.549
P 0.566 1.709 -0.607
C -0.318 2.029 0.965
C 0.176 1.314 2.082
C -0.372 1.534 3.341
C -1.392 2.463 3.495
C -1.898 3.142 2.387
C -1.379 2.922 1.120
C -0.420 2.202 -2.012
C -1.799 1.941 -1.990
C -2.580 2.302 -3.069
C -1.986 2.872 -4.195
C -0.611 3.095 -4.234
C 0.180 2.755 -3.153
C 3.358 2.742 -0.538
H 5.912 0.423 -0.661
H 7.304 2.448 -0.559
H 6.206 4.681 -0.452
H 4.310 6.045 -0.388
H 1.839 6.358 -0.419
H 0.381 4.410 -0.531
H 1.073 0.697 1.995
H 0.021 1.009 4.202
H -1.788 2.670 4.481
H -2.705 3.854 2.512
H -1.801 3.444 0.270
H -2.243 1.489 -1.111
H -3.651 2.149 -3.046
H -2.596 3.131 -5.051
H -0.159 3.536 -5.112
H 1.249 2.927 -3.187
C -3.760 -0.896 -0.945
P -2.621 -1.289 0.406
C -3.401 -0.688 1.931
C -2.555 -3.084 0.526
C -2.956 -3.896 -0.539
C -3.054 -5.264 -0.348
C -2.707 -5.829 0.876
C -2.283 -5.024 1.932
C -2.184 -3.659 1.752
H -3.314 -1.093 -1.919
H -4.051 0.153 -0.888
H -4.657 -1.505 -0.826
H -4.238 -1.341 2.180
H -3.779 0.324 1.777
H -2.695 -0.679 2.760
H -3.237 -3.481 -1.498
H -3.427 -5.888 -1.150
H -2.761 -6.902 1.005
H -2.038 -5.464 2.889
H -1.849 -3.028 2.569
N 1.753 -6.832 -0.026
C 1.920 -5.654 0.542
N 2.873 -5.467 1.448
N 1.078 -4.675 0.176
C 0.942 -3.455 0.356
N 0.724 -2.295 0.429
H 2.333 -7.625 0.202
H 1.062 -6.958 -0.747
H 3.492 -6.216 1.721
H 2.989 -4.589 1.919
*
```

## Properties
LUMO energy (spin up / spin down)	-11.2 / -14.1	eV
HOMO (spin up / spin down)	-18.67 / -18.76	eV

Results of the Mulliken charge analysis, in e, for atoms 1 through 4:
1. Pt 1.245
2. I 0.335
3. C 0.414
4. C -0.695

=====

(5)
A 2-piece molecular cluster, C32H31N3O overall, computed with ωB97M-V with the def2-TZVPD basis set.

Structure (ORCA input):
```
! wB97M-V def2-TZVPD RIJCOSX def2/J DEFGRID3
* xyz 0 1
O 3.128 1.715 3.247
C 2.434 0.933 2.559
C 2.942 -0.404 2.169
C 4.375 -0.698 2.299
C 4.929 -1.810 1.616
C 6.300 -2.066 1.655
C 7.153 -1.243 2.398
C 6.625 -0.157 3.102
C 5.257 0.095 3.061
C 2.039 -1.350 1.745
C 0.642 -1.067 1.561
C -0.245 -2.118 1.246
C -1.640 -2.064 1.560
C -2.439 -1.071 0.941
C -3.765 -0.874 1.311
C -4.358 -1.728 2.254
C -3.591 -2.730 2.864
C -2.263 -2.923 2.515
C 0.199 0.271 1.803
C 1.060 1.283 2.164
C 0.594 2.665 2.257
C -0.569 3.062 1.554
C -1.065 4.359 1.658
C -0.395 5.311 2.436
C 0.778 4.954 3.110
C 1.252 3.647 3.031
H 4.274 -2.458 1.031
H 6.694 -2.912 1.096
H 8.218 -1.456 2.438
H 7.269 0.501 3.686
H 4.870 0.947 3.617
H 2.357 -2.392 1.624
H 0.210 -3.074 0.988
H -1.994 -0.499 0.123
H -4.336 -0.053 0.870
H -5.409 -1.599 2.509
H -4.051 -3.354 3.640
H -1.665 -3.704 2.992
H -0.871 0.478 1.760
H -1.081 2.339 0.912
H -1.978 4.620 1.124
H -0.793 6.321 2.524
H 1.329 5.685 3.706
H 2.154 3.387 3.573
C -4.122 0.234 -2.982
C -3.497 -0.856 -2.136
N -2.052 -0.806 -2.097
C -1.519 -0.545 -3.270
N -0.159 -0.595 -3.372
C 0.583 -0.495 -4.596
C -0.307 -0.935 -5.736
C -1.613 -0.183 -5.724
N -2.219 -0.244 -4.412
C -3.610 0.169 -4.400
H -5.213 0.124 -2.994
H -3.891 1.213 -2.555
H -3.794 -0.751 -1.091
H -3.894 -1.827 -2.501
H 0.322 -0.734 -2.485
H 1.474 -1.120 -4.524
H 0.921 0.540 -4.755
H -0.508 -2.007 -5.643
H 0.200 -0.786 -6.692
H -2.296 -0.605 -6.470
H -1.469 0.867 -6.019
H -4.196 -0.563 -4.975
H -3.714 1.140 -4.903
*
```

## Properties
LUMO energy	-1.1	eV
SMILES string	O=C1C(c2ccccc2)=CC(=Cc2ccccc2)C=C1c1ccccc1.C1CN=C2NCCCN2C1
HOMO	-7.76	eV
relative energy (zero: lowest compared OMol25 entry of this formula, charge and spin)	0.0000	eV

Results of the natural (NBO) charge analysis, in e, for atoms 1 through 4:
1. O -0.591
2. C 0.485
3. C -0.132
4. C 0.011

=====

(6)
C32H31N4NdOPS2 as an isolated structure, computed with ωB97M-V with the def2-TZVPD basis set.

Structure (ORCA input):
```
! wB97M-V def2-TZVPD RIJCOSX def2/J DEFGRID3
* xyz 1 4
Nd 9.176 13.821 15.036
S 8.483 15.850 13.412
C 9.634 15.381 12.147
C 9.227 15.665 10.811
C 10.029 15.329 9.718
C 9.552 15.626 8.396
N 9.148 15.932 7.370
C 11.236 14.694 9.980
C 11.674 14.436 11.261
C 10.916 14.743 12.398
S 11.676 14.374 13.959
C 12.144 14.456 8.880
N 12.948 14.236 8.084
H 8.265 16.170 10.757
H 12.690 14.025 11.429
C 6.309 9.557 15.056
C 6.866 9.553 13.630
N 8.327 9.599 13.673
C 9.025 8.374 13.106
C 8.690 7.120 13.965
C 8.963 10.705 13.973
C 10.434 10.673 14.124
N 8.345 11.861 14.174
H 6.317 10.546 15.540
H 6.889 8.918 15.719
H 5.280 9.172 15.125
H 6.475 10.339 13.005
H 6.611 8.628 13.066
H 10.072 8.645 13.027
H 8.674 8.248 12.125
H 9.431 7.036 14.746
H 8.645 6.184 13.426
H 7.734 7.278 14.474
H 10.903 10.660 13.123
H 10.729 9.809 14.715
H 10.833 11.580 14.584
H 7.336 11.785 14.151
O 8.989 14.108 17.252
P 8.732 15.069 18.480
C 8.018 16.618 17.949
C 8.481 17.823 18.433
C 8.101 19.032 17.863
C 7.126 19.090 16.883
C 6.608 17.856 16.408
C 7.041 16.652 16.952
C 10.203 15.431 19.408
C 10.402 14.963 20.700
C 11.555 15.346 21.378
C 12.489 16.188 20.813
C 12.280 16.612 19.505
C 11.160 16.248 18.791
C 7.629 14.242 19.611
C 7.225 12.911 19.427
C 6.474 12.306 20.438
C 6.102 12.992 21.594
C 6.515 14.341 21.719
C 7.228 14.960 20.712
H 9.142 17.825 19.319
H 8.515 19.894 18.351
H 6.728 20.026 16.522
H 5.883 17.834 15.618
H 6.643 15.703 16.581
H 9.795 14.200 21.165
H 11.677 15.036 22.413
H 13.305 16.608 21.393
H 12.963 17.266 18.964
H 11.030 16.556 17.763
H 7.448 12.401 18.504
H 6.103 11.311 20.241
H 5.521 12.502 22.352
H 6.320 14.845 22.638
H 7.466 16.036 20.762
*
```

## Properties
LUMO energy (spin up / spin down)	-2.8 / -2.8	eV
HOMO (spin up / spin down)	-9.98 / -10.00	eV
relative energy (zero: lowest compared OMol25 entry of this formula, charge and spin)	0.2645	eV

Results of the Mulliken charge analysis, in e, for atoms 1 through 4:
1. Nd 0.896
2. S -0.410
3. C 0.740
4. C -0.946

=====

Computed values of DFT total energy (unit: hartree) for the preceding records, in sequence: -1983.55220, -1367.08868, -2907.97105, -2555.23657, -1477.45916, -3231.31359.
Computed values of max |F| (unit: eV Å⁻¹) for the preceding records, in sequence: 6.063, 1.927, 4.241, 0.992, 3.291, 2.230.